This record from the Open Molecules 2025 dataset describes a cluster of 2 separate species, C4H6OS in total in a non-equilibrium geometry. The level of theory is ωB97M-V/def2-TZVPD.

```
12
C4H6OS (ωB97M-V/def2-TZVPD)
C -2.268 0.573 -0.274
C -1.638 0.562 0.765
C 1.276 -0.708 -1.885
C -0.444 0.727 1.673
O 2.721 -1.090 0.184
S 1.572 -1.595 -0.501
H -3.128 0.259 -0.921
H 0.369 -1.036 -2.442
H 1.850 0.123 -2.112
H 0.010 1.626 1.602
H 0.411 0.092 1.242
H -0.731 0.469 2.670
```

Calculated values
* ΔE to the lowest compared entry with this formula, charge and spin: 4.4284 eV
* Kohn-Sham gap: 0.3459 Ha
* E: -17123.7014 eV
* LUMO energy: -0.28 eV
* M: 102.2 g/mol
* HOMO energy: -9.69 eV

How positive or negative is each atom? The Mulliken charges in e answer that:
1 C -0.220
2 C -0.039
3 C -0.489
4 C -0.578
5 O -0.481
6 S 0.349
7 H 0.299
8 H 0.273
9 H 0.320
10 H 0.306
11 H -0.024
12 H 0.283